{"formula": "C4H9NO", "method": "ωB97M-V/def2-TZVPD", "species": ["C", "C", "O", "H", "H", "C", "C", "N", "H", "H", "H", "H", "H", "H", "H"], "positions_angstrom": [[-0.40847, 0.43248, 2.16734], [-1.05606, 0.89265, 1.13466], [-1.51980, 1.88182, 0.71758], [-0.13096, -0.58762, 2.00639], [-0.37461, 1.05125, 3.04008], [1.58690, -0.34429, -0.90229], [0.23118, 0.10079, -1.24656], [-1.12052, -0.66045, -0.29756], [2.23445, -0.17030, -1.77224], [1.59434, -1.42237, -0.70045], [1.97123, 0.15050, -0.01001], [0.09406, 1.17458, -1.16230], [-0.11107, -0.25560, -2.21926], [-2.06136, -0.60637, -0.68001], [-0.92931, -1.63707, -0.07534]], "mulliken_charge": [-1.02, 0.78, -0.47, 0.26, 0.31, -1.00, -0.22, -0.67, 0.34, 0.27, 0.32, 0.31, 0.33, 0.24, 0.22], "de_lowest_kcal_mol": 87.16, "smiles": "C=C=O.CCN", "fmax_ev_per_a": 4.4, "lumo_energy_ev": 0.84, "homo_energy_ha": -0.2920}

---

{"formula": "C2H5NO4", "method": "ωB97M-V/def2-TZVPD", "species": ["N", "C", "O", "C", "O", "O", "O", "H", "H", "H", "H", "H"], "positions_angstrom": [[0.86802, -0.97498, 1.34967], [0.05816, -1.02398, 0.25998], [-0.34562, -2.00924, -0.39253], [-0.37836, 0.40893, -0.38921], [-1.27888, 1.07392, 0.45213], [0.78436, 1.12237, -0.50047], [-0.84593, 0.22667, -1.63394], [1.43113, -0.13144, 1.73637], [1.13543, -1.87301, 1.78096], [-1.22961, 1.98489, 0.25738], [0.67107, 1.89434, -1.05184], [-0.86977, -0.69847, -1.86850]], "mulliken_charge": [-0.37, 0.35, -0.66, 0.79, -0.49, -0.56, -0.58, 0.25, 0.28, 0.32, 0.31, 0.36], "de_lowest_kcal_mol": 36.37, "smiles": "NC(=O)C(O)(O)O", "fmax_ev_per_a": 3.1, "lumo_energy_ev": 0.53, "homo_energy_ha": -0.3784}

---

{"formula": "C29H48MoN7O14P3", "method": "ωB97M-V/def2-TZVPD", "species": ["Mo", "C", "O", "C", "C", "C", "C", "C", "C", "N", "N", "C", "O", "C", "C", "C", "C", "C", "C", "C", "O", "H", "H", "H", "H", "H", "H", "H", "H", "H", "H", "H", "H", "C", "C", "O", "P", "O", "O", "O", "P", "O", "O", "O", "H", "H", "H", "H", "H", "H", "H", "C", "N", "C", "C", "N", "N", "C", "N", "N", "H", "H", "H", "H", "H", "H", "H", "H", "H", "H", "H", "C", "C", "C", "C", "O", "P", "O", "O", "O", "C", "C", "C", "C", "H", "H", "H", "H", "H", "H", "H", "H", "H", "H", "H", "H", "H", "H", "H", "H", "H", "H"], "positions_angstrom": [[-0.25582, 0.27243, 0.47286], [-3.78417, -2.22119, -0.15260], [-4.43599, -1.53391, 0.93918], [-3.73732, -1.36875, 2.09383], [-4.42655, -1.48685, 3.28577], [-3.77922, -1.32766, 4.51254], [-2.42668, -1.06728, 4.53851], [-1.71752, -0.90157, 3.34326], [-0.28952, -0.69333, 3.38087], [0.41978, -0.34143, 2.37239], [1.79955, -0.34012, 2.57602], [2.35100, 0.22635, 1.54816], [1.60062, 0.71565, 0.59365], [3.81229, 0.31702, 1.43781], [4.38306, 0.54711, 0.19083], [5.76134, 0.61267, 0.06190], [6.57031, 0.45484, 1.17921], [5.99921, 0.22589, 2.42634], [4.62304, 0.14869, 2.55732], [-2.37957, -1.01869, 2.11171], [-1.75056, -0.80086, 0.97437], [-3.06552, -2.95987, 0.19760], [-3.25620, -1.52887, -0.80365], [-4.57510, -2.71969, -0.70863], [-5.48170, -1.73219, 3.23598], [-4.33419, -1.44230, 5.43524], [-1.89525, -0.98629, 5.48176], [0.24374, -0.88605, 4.30653], [3.73315, 0.65667, -0.66919], [6.20523, 0.78260, -0.91145], [7.64774, 0.50617, 1.07974], [6.62952, 0.10953, 3.29908], [4.15869, -0.04309, 3.51698], [2.81407, 3.08177, -1.64072], [1.62535, 3.31281, -2.55899], [1.90932, 4.35966, -3.49138], [1.15872, 1.82629, -3.53949], [2.42520, 1.46542, -4.44546], [0.11128, 2.39352, -4.58537], [0.69604, 0.66782, -2.74739], [0.08955, 3.67977, -1.57635], [0.34754, 5.21374, -1.11168], [-1.02243, 3.71533, -2.58343], [-0.00015, 2.82771, -0.34787], [3.67996, 2.73228, -2.20824], [2.55765, 2.34815, -0.87768], [3.07926, 4.02566, -1.16025], [1.18802, 4.99847, -3.49247], [2.58221, 0.51048, -4.40736], [-0.51254, 2.97643, -4.07458], [0.86780, 5.23328, -0.29582], [-2.76046, 1.09846, -3.59211], [-3.37101, 1.37757, -2.29611], [-4.81654, 1.55887, -2.27434], [-2.60745, 1.26421, -1.19497], [-1.46636, 0.68005, -1.17943], [-3.14861, 1.83265, -0.03622], [-2.56875, 2.07775, 1.19002], [-3.38194, 2.81296, 2.00832], [-1.38864, 1.71532, 1.51784], [-3.34655, 1.60036, -4.35912], [-2.73723, 0.02465, -3.80890], [-1.75127, 1.50562, -3.62127], [-5.10254, 2.55934, -2.60749], [-5.23136, 1.36652, -1.28655], [-5.27023, 0.83298, -2.94791], [-1.13344, 0.29507, -2.05828], [-3.95078, 2.40888, -0.20839], [-4.37312, 2.66243, 1.91569], [-3.07913, 2.88348, 2.96509], [-1.11572, 2.05930, 2.42756], [-1.02395, -4.52953, 2.83173], [0.06792, -4.54421, 1.77559], [-0.16944, -5.72650, 0.83442], [1.44547, -4.62742, 2.41677], [-0.00677, -3.23860, 1.12336], [0.15240, -2.91454, -0.43406], [-0.93665, -3.45919, -1.26293], [0.35670, -1.39290, -0.53132], [1.57851, -3.58803, -0.72187], [2.39778, -3.42582, -1.91744], [3.40447, -4.56005, -1.82520], [3.12417, -2.08476, -1.88261], [1.55486, -3.55503, -3.18221], [-0.97407, -5.44530, 3.42508], [-2.00842, -4.46907, 2.35787], [-0.90971, -3.67147, 3.49941], [-0.26296, -6.63528, 1.43189], [0.65602, -5.84876, 0.13459], [-1.08522, -5.57969, 0.25835], [1.55244, -5.56313, 2.97070], [1.59434, -3.78722, 3.10147], [2.21244, -4.57849, 1.64230], [3.95513, -4.49058, -0.88328], [4.11448, -4.50296, -2.65348], [2.89423, -5.52726, -1.85965], [3.75005, -2.02877, -0.98853], [2.41637, -1.25488, -1.86716], [3.76609, -2.00025, -2.76471], [0.97458, -4.47930, -3.16026], [2.20593, -3.55538, -4.05829], [0.85076, -2.72394, -3.26139]], "mulliken_charge": [-1.28, -0.56, -0.55, 0.00, -0.56, -0.90, -0.55, -0.08, -0.77, 1.03, -1.28, 0.49, 0.03, 0.22, 0.28, -1.37, -0.52, -0.62, -0.58, 1.19, 0.65, 0.06, 0.11, 0.32, 0.46, 0.41, 0.46, 0.43, 0.50, 0.42, 0.40, 0.42, 0.46, -1.77, 1.41, -0.62, 0.34, -0.62, -0.70, -0.54, 0.22, -0.59, -0.96, -0.16, 0.41, 0.07, 0.37, 0.47, 0.38, 0.39, 0.38, -1.36, 0.41, -1.29, -0.43, 1.81, 0.27, 0.20, -0.56, 0.31, 0.39, 0.32, 0.50, 0.33, 0.45, 0.41, -0.36, 0.38, 0.20, 0.23, 0.16, -1.50, 1.61, -1.60, -1.54, 0.27, -0.20, -0.94, 1.55, 0.02, 1.68, -1.99, -1.10, -1.63, 0.57, 0.32, 0.19, 0.49, 0.23, 0.34, 0.47, 0.26, 0.10, 0.36, 0.42, 0.44, 0.35, -0.39, 0.63, 0.35, 0.50, 0.14], "de_lowest_kcal_mol": 23.29, "spin_multiplicity": 3, "fmax_ev_per_a": 1.9, "lumo_energy_ev": [-0.34, -0.84], "homo_energy_ha": [-0.2852, -0.3086]}

---

Copy entry 2 word for word.
{"formula": "C2H5NO4", "method": "ωB97M-V/def2-TZVPD", "species": ["N", "C", "O", "C", "O", "O", "O", "H", "H", "H", "H", "H"], "positions_angstrom": [[0.86802, -0.97498, 1.34967], [0.05816, -1.02398, 0.25998], [-0.34562, -2.00924, -0.39253], [-0.37836, 0.40893, -0.38921], [-1.27888, 1.07392, 0.45213], [0.78436, 1.12237, -0.50047], [-0.84593, 0.22667, -1.63394], [1.43113, -0.13144, 1.73637], [1.13543, -1.87301, 1.78096], [-1.22961, 1.98489, 0.25738], [0.67107, 1.89434, -1.05184], [-0.86977, -0.69847, -1.86850]], "mulliken_charge": [-0.37, 0.35, -0.66, 0.79, -0.49, -0.56, -0.58, 0.25, 0.28, 0.32, 0.31, 0.36], "de_lowest_kcal_mol": 36.37, "smiles": "NC(=O)C(O)(O)O", "fmax_ev_per_a": 3.1, "lumo_energy_ev": 0.53, "homo_energy_ha": -0.3784}